[1]
Entry from the OMol25 dataset: 2 unconnected molecules or ions with the total composition C3H9NO at a distorted geometry (wB97M-V/def2-TZVPD).

Maximum force   2.31 eV/Å
Calculated total energy   -249.3658 hartree
Lowest unoccupied orbital energy (alpha / beta)   -4.571 / -7.780 eV
Net charge   +1
Spin multiplicity   2

Cartesian coordinates (Å):
C: -0.40972 -1.83423 -0.28143
C: -0.60910 -0.38542 -0.21693
C: 0.13348 0.53386 -0.92758
N: -0.29719 1.73106 -1.35860
H: 0.46721 -2.29124 0.17795
H: -1.20304 -2.38662 0.22398
H: -0.44425 -2.19671 -1.31133
H: -1.43965 0.01001 0.36610
H: 1.02074 0.18545 -1.45387
H: 0.36237 2.21713 -1.95345
H: -0.74157 2.38088 -0.71357
H: 1.67773 -0.51548 2.11495
H: 0.48084 0.33924 1.58688
O: 0.91891 0.02638 2.36716

Atomic partial charges in e from the natural (NBO) method, atoms 1 to 4: number 1, C, carries -0.7262; number 2, C, carries 0.0303; number 3, C, carries 0.0940; number 4, N, carries -0.5829

[2]
Entry from the OMol25 dataset: 2 unconnected molecules or ions with the total composition C3H9NO2 at a distorted geometry (wB97M-V/def2-TZVPD).

Maximum force   1.95 eV/Å
Calculated total energy   -324.9084 hartree
Lowest unoccupied orbital energy (alpha / beta)   3.707 / 3.573 eV
Net charge   -1
Spin multiplicity   2

Cartesian coordinates (Å):
C: 0.85123 -1.22699 0.30125
C: -0.50782 -1.67238 -0.22182
N: -1.19971 -0.73805 -0.95136
C: -1.24716 0.70928 -0.88986
O: -0.89739 -2.82275 -0.15414
H: 1.15767 -1.84385 1.13333
H: 0.74163 -0.18018 0.58650
H: 1.45001 -1.20440 -0.60903
H: -2.05225 -1.15176 -1.30374
H: -0.48746 1.20319 -0.28844
H: -1.10231 1.08178 -1.91018
H: -2.22137 1.08283 -0.56954
H: 2.19114 1.94083 0.97823
H: 1.87265 2.68695 2.30287
O: 1.45115 2.13549 1.59595

Atomic partial charges in e from the natural (NBO) method, atoms 1 to 4: number 1, C, carries -0.7945; number 2, C, carries 0.6880; number 3, N, carries -0.6340; number 4, C, carries -0.4919

[3]
Entry from the OMol25 dataset: 3 unconnected molecules or ions with the total composition C3H9NO2 at a distorted geometry (wB97M-V/def2-TZVPD).

Maximum force   4.93 eV/Å
Calculated total energy   -324.8151 hartree
Lowest unoccupied orbital energy   0.374 eV
SMILES   C=CN=C.O.O
Net charge   0

Cartesian coordinates (Å):
C: 0.36968 -2.06833 -1.04256
C: -0.96202 -2.21737 -0.69258
N: -1.68080 -1.36899 0.25376
C: -2.63780 -0.48497 -0.16864
H: 1.06796 -1.33081 -0.65366
H: 0.72647 -2.70958 -1.91398
H: -1.42678 -3.26297 -0.75318
H: -2.78458 0.05866 -1.15026
H: -3.40223 -0.27794 0.54579
O: 4.54741 2.61199 3.12686
H: 5.45502 2.86388 3.58349
H: 3.78838 2.58991 3.70697
O: -0.84528 2.03202 -1.81234
H: -1.24273 2.02430 -2.62761
H: -0.65214 1.09944 -1.60744

Atomic partial charges in e from the natural (NBO) method, atoms 1 to 4: number 1, C, carries -0.4662; number 2, C, carries -0.0583; number 3, N, carries -0.4236; number 4, C, carries -0.0362

> Which of these has the highest calculated total energy?

C3H9NO

> The lowest maximum force belongs to which entry?

number 2

> Which formula does entry 3 have?

C3H9NO2

Please write out number 1 again, unchanged.
Entry from the OMol25 dataset: 2 unconnected molecules or ions with the total composition C3H9NO at a distorted geometry (wB97M-V/def2-TZVPD).

Maximum force   2.31 eV/Å
Calculated total energy   -249.3658 hartree
Lowest unoccupied orbital energy (alpha / beta)   -4.571 / -7.780 eV
Net charge   +1
Spin multiplicity   2

Cartesian coordinates (Å):
C: -0.40972 -1.83423 -0.28143
C: -0.60910 -0.38542 -0.21693
C: 0.13348 0.53386 -0.92758
N: -0.29719 1.73106 -1.35860
H: 0.46721 -2.29124 0.17795
H: -1.20304 -2.38662 0.22398
H: -0.44425 -2.19671 -1.31133
H: -1.43965 0.01001 0.36610
H: 1.02074 0.18545 -1.45387
H: 0.36237 2.21713 -1.95345
H: -0.74157 2.38088 -0.71357
H: 1.67773 -0.51548 2.11495
H: 0.48084 0.33924 1.58688
O: 0.91891 0.02638 2.36716

Atomic partial charges in e from the natural (NBO) method, atoms 1 to 4: number 1, C, carries -0.7262; number 2, C, carries 0.0303; number 3, C, carries 0.0940; number 4, N, carries -0.5829